This record from OMol25 describes 17 unconnected molecules or ions with the total composition C4H43NO16 at a distorted geometry. The level of theory is wB97M-V/def2-TZVPD.

CARTESIAN COORDINATES (ANGSTROEM)
C: -3.4063 0.5252 -1.0385
C: -2.7560 -0.4873 -0.1054
N: -1.4053 -0.0730 0.1871
C: -0.4816 -1.1029 0.5786
C: 0.9523 -0.7316 0.2564
H: -3.8558 1.2931 -0.4432
H: -4.2659 0.1042 -1.5344
H: -2.7062 0.9331 -1.7516
H: -3.3706 -0.6887 0.7719
H: -2.7253 -1.5309 -0.4731
H: -1.0266 0.6264 -0.4284
H: -0.5856 -1.2152 1.6632
H: -0.7144 -2.0988 0.1902
H: 1.6384 -1.5689 0.3872
H: 0.9866 -0.3658 -0.7711
H: 1.3309 0.0061 0.9690
H: 3.6330 -3.3684 -3.1183
H: 3.7583 -1.8730 -2.8010
O: 3.7677 -2.7529 -2.3940
H: 0.6843 -3.7851 2.0606
H: 0.9643 -4.2858 0.5727
O: 1.3441 -3.9831 1.3937
H: -3.6580 0.1979 3.0305
H: -4.3197 -1.0032 2.5338
O: -3.8071 -0.7382 3.2939
H: -1.2158 2.5568 3.9540
H: -1.8190 1.2396 4.3001
O: -1.9637 2.1799 4.4625
H: 1.4960 -2.7598 -2.2766
H: 0.1908 -3.6272 -2.1571
O: 0.5308 -2.7620 -2.3945
H: -0.1730 3.1686 1.5464
H: 0.0019 1.7374 2.0214
O: -0.4541 2.5572 2.2488
H: 1.2213 1.4339 -1.7150
H: 0.5272 1.5312 -3.0103
O: 0.5697 1.9996 -2.1622
H: 2.2396 -0.0700 -3.3329
H: 3.5495 0.7250 -3.1950
O: 3.1905 -0.1973 -3.2191
H: -1.5629 -3.4745 2.7821
H: -1.8241 -4.8052 1.9234
O: -1.4122 -3.9406 1.9242
H: -0.7416 -0.3282 -4.3425
H: -0.2832 -1.0718 -3.0919
O: -0.0726 -0.3063 -3.6518
H: 1.0121 4.2422 -0.2433
H: -0.1764 3.5763 -0.8744
O: 0.0981 3.9785 -0.0450
H: 3.5796 2.7459 -2.2165
H: 2.3126 2.6007 -2.8965
O: 3.2663 2.5184 -3.1101
H: 5.2604 0.7423 -0.6489
H: 4.0131 0.3825 -1.3843
O: 4.3913 1.1068 -0.8562
H: -3.7012 2.2730 2.9327
H: -2.7206 1.6531 2.0888
O: -3.6562 1.6477 2.1933
H: -2.6511 -1.9166 3.8831
H: -1.1330 -1.7532 4.0286
O: -1.8309 -2.4087 4.1104
H: 3.8556 4.1499 -0.3238
H: 3.0905 2.9563 0.1714
O: 3.0197 3.6853 -0.4533

Summary:
- energy above the lowest of the compared OMol25 structures with the same formula, charge and spin (kJ/mol) = 0.00
- F_max (Eh/bohr) = 0.0370
- E_LUMO (eV) = 0.0
- HOMO-LUMO gap (eV) = 8.381



This record from OMol25 describes a molecular structure, C4H6InO3 at a distorted geometry. The level of theory is wB97M-V/def2-TZVPD.

CARTESIAN COORDINATES (ANGSTROEM)
In: -3.3239 6.7448 -4.9229
C: 1.1487 -1.0279 1.6511
C: 0.7001 -0.2948 0.4040
C: -0.1477 -1.1889 -0.4294
O: -1.0341 -0.3335 -0.9999
C: -1.0139 0.8183 -0.3345
O: -1.6580 1.8097 -0.6452
O: -0.1501 0.7926 0.7056
H: 1.8127 -1.8338 1.3385
H: 0.2940 -1.3975 2.2177
H: 1.7954 -0.4215 2.2853
H: 1.5719 -0.0017 -0.1810
H: -0.5566 -2.0717 0.0620
H: 0.5614 -1.5939 -1.1513

Summary:
- energy above the lowest of the compared OMol25 structures with the same formula, charge and spin (kJ/mol) = 45.18
- charge = +3
- F_max (Eh/bohr) = 0.0887
- E_LUMO (eV) = -19.7
- HOMO-LUMO gap (eV) = 1.669



This record from OMol25 describes a molecular structure, CH4NPt at a distorted geometry. The level of theory is wB97M-V/def2-TZVPD.

CARTESIAN COORDINATES (ANGSTROEM)
C: 0.9089 0.2081 0.1942
N: -0.3316 0.5369 0.2386
H: 1.2139 -0.7287 -0.2766
H: 1.6175 1.0077 -0.0194
H: -0.5216 1.3495 -0.3560
H: -1.0105 -0.2832 -0.0035
Pt: -1.8767 -2.0903 0.2227

Summary:
- charge = +1
- F_max (Eh/bohr) = 0.0606
- E_LUMO (eV) = -6.4
- HOMO-LUMO gap (eV) = 6.849



This record from OMol25 describes a molecular structure, C12H10OS4SbSe3TeV. The level of theory is wB97M-V/def2-TZVPD.

CARTESIAN COORDINATES (ANGSTROEM)
V: -0.0779 0.4158 0.3992
S: 1.0157 1.6430 3.8098
Sb: -0.5091 2.5907 2.1286
S: 0.8303 2.5701 0.1920
S: -2.4473 0.6824 0.2922
Se: -1.6340 -0.5851 -1.3162
Se: -0.6447 -2.1498 0.0839
Te: 0.3343 -0.5439 2.9152
Se: 2.2845 -2.0025 2.9770
O: 1.6772 -0.2421 -0.5571
S: 2.8612 0.3394 -1.2847
C: 3.8519 1.2476 -0.1108
C: 3.8877 0.8470 1.2134
C: 4.6211 1.6042 2.1107
C: 5.3137 2.7277 1.6756
C: 5.2702 3.1109 0.3418
C: 4.5203 2.3730 -0.5628
C: 3.9267 -1.0852 -1.4479
C: 4.9947 -1.0273 -2.3303
C: 5.8364 -2.1236 -2.4360
C: 5.5955 -3.2558 -1.6682
C: 4.5155 -3.2981 -0.7979
C: 3.6627 -2.2090 -0.6812
H: 3.3352 -0.0266 1.5495
H: 4.6315 1.3190 3.1544
H: 5.8785 3.3188 2.3859
H: 5.7948 3.9981 0.0110
H: 4.4335 2.6871 -1.5962
H: 5.1684 -0.1373 -2.9242
H: 6.6755 -2.0956 -3.1193
H: 6.2531 -4.1121 -1.7516
H: 4.3308 -4.1803 -0.1989
H: 2.8180 -2.2208 -0.0016

Summary:
- <S²> = 1.23
- energy above the lowest of the compared OMol25 structures with the same formula, charge and spin (kJ/mol) = 0.00
- charge = -1
- F_max (Eh/bohr) = 0.0034
- 2S+1 = 2
- E_LUMO (alpha / beta) (eV) = 2.2 / 2.4
- HOMO-LUMO gap (alpha / beta) (eV) = 6.336 / 6.266



This record from OMol25 describes a single C6H12O molecule. The level of theory is wB97M-V/def2-TZVPD.

CARTESIAN COORDINATES (ANGSTROEM)
C: -2.0245 -0.9418 0.1980
C: -1.4434 0.4549 0.1019
C: -0.8008 0.9087 -1.1775
C: 0.0403 0.7520 0.0574
C: 1.0771 -0.3401 0.2008
C: 2.4861 0.1432 -0.1077
O: 1.0985 -0.8125 1.5410
H: -1.3543 -1.6998 -0.2218
H: -2.9653 -0.9924 -0.3622
H: -2.2478 -1.2246 1.2342
H: -2.0316 1.2073 0.6248
H: -0.6909 0.1561 -1.9567
H: -1.0096 1.9082 -1.5476
H: 0.3359 1.6760 0.5542
H: 0.8321 -1.1684 -0.4869
H: 2.5864 0.4299 -1.1595
H: 3.2065 -0.6509 0.1128
H: 2.7340 1.0060 0.5204
H: 0.1820 -0.8292 1.8438

Summary:
- energy above the lowest of the compared OMol25 structures with the same formula, charge and spin (kJ/mol) = 95.79
- SMILES = C[C@@H]1C[C@@H]1[C@@H](C)O
- F_max (Eh/bohr) = 0.0068
- E_LUMO (eV) = 1.0
- HOMO-LUMO gap (eV) = 11.136



This record from OMol25 describes a single C2H3N3O2 molecule at a distorted geometry. The level of theory is wB97M-V/def2-TZVPD.

CARTESIAN COORDINATES (ANGSTROEM)
H: 2.8891 -0.2512 0.6370
N: 2.1286 -0.8538 0.0435
C: 0.8956 -0.4294 -0.0611
N: 0.4906 0.9357 -0.0127
N: -0.8100 0.9045 0.1811
C: -1.2117 -0.3050 -0.0093
O: -2.4715 -0.7757 0.1107
O: -0.0477 -1.1798 -0.0412
H: 1.1255 1.7853 -0.4241
H: -2.9886 0.1694 -0.4239

Summary:
- energy above the lowest of the compared OMol25 structures with the same formula, charge and spin (kJ/mol) = 467.22
- SMILES = [H]/N=c1\[nH]nc(O)o1
- F_max (Eh/bohr) = 0.2473
- E_LUMO (eV) = -0.2
- HOMO-LUMO gap (eV) = 8.230